w | Molecular formula: C6H15NO
Method: DFT, the ωB97M-V functional and the def2-TZVPD basis

Output
<S²> ... 0.750
HOMO energy (alpha / beta) ... 0.0416 / -0.2375 Ha
Gap between HOMO and LUMO (alpha / beta) ... 2.84 / 10.27 eV
LUMO energy (alpha / beta) ... 3.968 / 3.810 eV

```
! RIJCOSX wB97M-V def2-TZVPD def2/J DEFGRID3
* xyz -1 2
C 0.875 -1.306 -1.316
C 1.848 -0.550 -2.191
C 1.814 -1.913 -0.244
O 2.812 -2.599 -0.408
N 1.433 -1.677 1.102
H 0.139 -0.763 -0.635
H 0.176 -2.009 -1.734
H 1.520 -0.484 -3.145
H 2.008 -2.246 1.687
H 0.577 -1.156 1.228
H 2.872 -0.952 -2.224
H 2.039 0.352 -1.792
C -1.999 1.889 0.712
C -0.360 1.941 0.841
C -2.686 0.545 1.054
H -2.414 2.621 1.239
H -2.088 1.987 -0.386
H -0.062 2.530 1.772
H -2.877 0.617 2.234
H -3.607 0.276 0.568
H -2.019 -0.353 0.884
H -0.066 0.960 0.858
H 0.068 2.290 -0.101
*
```

These are the Löwdin partial charges, in e, on atoms 1 to 8:
1 C -0.223
2 C -0.135
3 C -0.582
4 O -0.011
5 N 0.110
6 H 0.077
7 H 0.059
8 H 0.023

---

x | Molecular formula: C6H15NO
Method: DFT, the ωB97M-V functional and the def2-TZVPD basis

Output
<S²> ... 0.751
HOMO energy (alpha / beta) ... 0.0404 / -0.1600 Ha
Gap between HOMO and LUMO (alpha / beta) ... 2.89 / 8.18 eV
LUMO energy (alpha / beta) ... 3.987 / 3.823 eV

```
! RIJCOSX wB97M-V def2-TZVPD def2/J DEFGRID3
* xyz -1 2
C 1.209 0.098 -2.264
C 0.133 0.767 -1.399
N 0.874 1.091 1.534
C 0.228 -0.050 0.995
C -0.272 -0.130 -0.240
C -1.205 -1.247 -0.661
C 0.297 -1.262 1.903
H 0.903 -0.941 -2.412
H 2.199 0.106 -1.809
H 1.271 0.572 -3.249
H 0.553 1.670 -0.956
H -0.723 1.027 -2.027
H 1.391 1.592 0.805
H 1.547 0.853 2.248
H -2.224 -1.009 -0.333
H -1.187 -1.407 -1.738
H -0.950 -2.203 -0.194
H 0.672 -2.152 1.394
H 1.073 -1.092 2.656
H -0.623 -1.411 2.472
H -1.770 1.580 0.327
H -1.286 1.784 1.733
O -2.110 1.762 1.216
*
```

These are the Löwdin partial charges, in e, on atoms 1 to 8:
1 C -0.202
2 C -0.299
3 N 0.030
4 C -0.441
5 C -0.333
6 C -0.094
7 C -0.177
8 H 0.056

---

What should be chosen as the most stable of them? Choose x.